C6H12CaO4 | ωB97M-V/def2-TZVPD

HOMO-LUMO gap ... 6.383 eV
Relative energy (zero: lowest compared OMol25 entry of this formula, charge and spin) ... 1.777 eV
Max |F| ... 4.8 eV Å⁻¹

Positions of all 23 atoms, in Å:
C (0.53530, 1.65088, -0.91550)
H (1.00830, 1.58665, -1.90207)
H (0.95003, 1.31520, 0.04443)
H (-0.24967, 2.41982, -0.89136)
O (1.92863, 3.28482, -0.65118)
C (1.70386, 4.47570, -0.54950)
H (2.52054, 5.16373, -0.26750)
H (0.66706, 4.85926, -0.57465)
O (-0.56492, 0.16847, -1.17186)
C (-1.78534, 0.08995, -0.37205)
C (-1.43266, -0.40892, 1.00458)
O (-1.17738, -1.84637, 0.89445)
C (0.13552, -2.36236, 1.08698)
C (0.25187, -3.57701, 0.16114)
O (-0.10131, -3.27083, -1.14826)
Ca (-1.34943, -1.80842, -1.31448)
H (-2.32909, 1.04804, -0.33285)
H (-2.27077, -0.27195, 1.70389)
H (-0.52125, 0.04267, 1.44093)
H (0.30228, -2.63531, 2.14217)
H (0.87779, -1.59720, 0.79972)
H (-0.39335, -4.37975, 0.57836)
H (1.29398, -3.94707, 0.23462)

C33H41N7P2S2Ti | ωB97M-V/def2-TZVPD

HOMO-LUMO gap ... 6.377 eV
Relative energy (zero: lowest compared OMol25 entry of this formula, charge and spin) ... 2.638 eV
Max |F| ... 0.5 eV Å⁻¹
Charge ... +4

Positions of all 86 atoms, in Å:
Ti (0.32192, 0.02066, -0.43373)
C (-0.54795, -2.92650, -0.64976)
C (0.91022, -2.91513, -0.17051)
N (1.61557, -1.71066, -0.71274)
C (2.25411, -1.95841, -2.07617)
C (1.45270, -2.66750, -3.17476)
S (0.19401, -1.72141, -4.13798)
C (-1.38954, -2.46082, -3.60854)
C (-1.94576, -1.81618, -2.32427)
N (-0.81751, -1.64676, -1.35638)
H (-0.73538, -3.76472, -1.32120)
H (-1.24137, -3.01776, 0.18084)
H (0.97253, -2.85771, 0.91416)
H (1.44000, -3.81703, -0.47899)
H (2.41278, -1.53111, -0.09584)
H (2.62621, -0.99966, -2.43573)
H (3.12459, -2.58929, -1.87995)
H (2.19681, -2.95696, -3.91799)
H (0.99991, -3.60015, -2.83733)
H (-2.08083, -2.30838, -4.43741)
H (-1.25646, -3.53780, -3.51077)
H (-2.40811, -0.85631, -2.54632)
H (-2.71967, -2.44005, -1.87574)
H (-0.06910, -1.58528, -2.06052)
C (-0.79062, 2.44288, -5.12017)
C (0.40629, 2.43206, -4.24970)
N (1.55953, 2.96495, -4.50420)
N (2.34621, 2.68968, -3.42402)
C (1.71034, 2.00221, -2.49699)
S (2.18751, 1.47569, -0.92649)
N (0.47676, 1.82938, -2.99396)
N (-0.46873, 1.06965, -2.29635)
H (-0.57510, 3.05703, -5.99231)
H (-1.65428, 2.86508, -4.60350)
H (-1.02930, 1.43435, -5.46559)
H (3.30136, 3.03105, -3.41007)
H (-0.77031, 0.32551, -2.93341)
H (-1.27268, 1.66223, -2.06039)
N (-0.45948, 0.69554, 2.59557)
P (1.00536, 0.98628, 1.81853)
C (1.66538, 2.56702, 2.25939)
C (1.37185, 3.72504, 1.52613)
C (1.81144, 4.95199, 1.98479)
C (2.54237, 5.02825, 3.16841)
C (2.84362, 3.88209, 3.89210)
C (2.41284, 2.64449, 3.44209)
C (2.17260, -0.30606, 2.24705)
C (3.50759, -0.18072, 1.82534)
C (4.41467, -1.18936, 2.10316)
C (4.00863, -2.31577, 2.81966)
C (2.69792, -2.42832, 3.26846)
C (1.77683, -1.43160, 2.97804)
P (-1.31338, -0.18768, 1.46218)
C (-2.39002, -1.38095, 2.19365)
C (-1.87977, -2.60449, 2.65435)
C (-2.70035, -3.46529, 3.35776)
C (-4.02368, -3.10873, 3.60961)
C (-4.52993, -1.89385, 3.16362)
C (-3.72045, -1.02216, 2.45358)
C (-2.19102, 0.97556, 0.40517)
C (-3.18375, 0.52399, -0.48321)
C (-3.79661, 1.41156, -1.34973)
C (-3.42267, 2.75771, -1.35138)
C (-2.45314, 3.22151, -0.46654)
C (-1.84637, 2.33686, 0.41508)
H (-0.74289, 0.96879, 3.53236)
H (0.82413, 3.66551, 0.59311)
H (1.59611, 5.85240, 1.42563)
H (2.88638, 5.99099, 3.52341)
H (3.41820, 3.95091, 4.80591)
H (2.65652, 1.75407, 4.00953)
H (3.85032, 0.72049, 1.32828)
H (5.44807, -1.08483, 1.79930)
H (4.72813, -3.08884, 3.05738)
H (2.40407, -3.27958, 3.86895)
H (0.76926, -1.50445, 3.36992)
H (-0.84385, -2.87509, 2.48295)
H (-2.31660, -4.41068, 3.71696)
H (-4.66334, -3.78366, 4.16354)
H (-5.55596, -1.62350, 3.37439)
H (-4.12219, -0.07364, 2.11780)
H (-3.51090, -0.50821, -0.44935)
H (-4.59326, 1.07386, -2.00117)
H (-3.92489, 3.45240, -2.01377)
H (-2.20913, 4.27561, -0.42870)
H (-1.15529, 2.71774, 1.15552)

C2H6O2PS | ωB97M-V/def2-TZVPD

HOMO-LUMO gap ... 6.762 eV
Relative energy (zero: lowest compared OMol25 entry of this formula, charge and spin) ... 3.816 eV
Max |F| ... 4.8 eV Å⁻¹
SMILES ... CC[PH]#S(=O)[O-]
Charge ... -1

Positions of all 12 atoms, in Å:
C (-0.59232, 1.17226, -0.27754)
C (-1.27262, 0.00354, 0.45372)
P (-0.22316, -1.57891, 0.26194)
S (1.82682, -0.50427, -0.16790)
O (2.66754, -1.68824, -0.65513)
O (2.26356, 0.07129, 1.07665)
H (0.48296, 1.22514, 0.10477)
H (-0.33805, 0.94693, -1.36669)
H (-0.88407, 2.24397, -0.08048)
H (-2.23859, -0.17817, 0.16696)
H (-1.22869, 0.13834, 1.60364)
H (-0.46337, -1.85191, -1.11993)

C6H9N | ωB97M-V/def2-TZVPD

HOMO-LUMO gap ... 10.008 eV
Relative energy (zero: lowest compared OMol25 entry of this formula, charge and spin) ... 0.787 eV
Max |F| ... 0.3 eV Å⁻¹
SMILES ... CC1=CC=N[C@H]1C

Positions of all 16 atoms, in Å:
C (-0.92392, -1.55500, 0.60146)
C (0.19406, -0.64622, 0.20532)
C (1.45448, -0.95665, -0.14414)
C (2.08969, 0.29293, -0.57240)
N (1.32529, 1.32435, -0.49562)
C (0.08774, 0.85604, 0.12369)
C (-1.20005, 1.48001, -0.39597)
H (-0.57530, -2.58437, 0.71645)
H (-1.70853, -1.55849, -0.16676)
H (-1.39782, -1.23991, 1.53718)
H (1.91813, -1.93706, -0.11977)
H (3.12294, 0.37744, -0.91142)
H (0.20302, 1.21066, 1.15983)
H (-1.46437, 1.13417, -1.39814)
H (-1.09883, 2.56911, -0.41998)
H (-2.02655, 1.23300, 0.28027)

The lowest relative energy (zero: lowest compared OMol25 entry of this formula, charge and spin) belongs to which entry? C6H9N

What did the first record say?
C6H12CaO4 | ωB97M-V/def2-TZVPD

HOMO-LUMO gap ... 6.383 eV
Relative energy (zero: lowest compared OMol25 entry of this formula, charge and spin) ... 1.777 eV
Max |F| ... 4.8 eV Å⁻¹

Positions of all 23 atoms, in Å:
C (0.53530, 1.65088, -0.91550)
H (1.00830, 1.58665, -1.90207)
H (0.95003, 1.31520, 0.04443)
H (-0.24967, 2.41982, -0.89136)
O (1.92863, 3.28482, -0.65118)
C (1.70386, 4.47570, -0.54950)
H (2.52054, 5.16373, -0.26750)
H (0.66706, 4.85926, -0.57465)
O (-0.56492, 0.16847, -1.17186)
C (-1.78534, 0.08995, -0.37205)
C (-1.43266, -0.40892, 1.00458)
O (-1.17738, -1.84637, 0.89445)
C (0.13552, -2.36236, 1.08698)
C (0.25187, -3.57701, 0.16114)
O (-0.10131, -3.27083, -1.14826)
Ca (-1.34943, -1.80842, -1.31448)
H (-2.32909, 1.04804, -0.33285)
H (-2.27077, -0.27195, 1.70389)
H (-0.52125, 0.04267, 1.44093)
H (0.30228, -2.63531, 2.14217)
H (0.87779, -1.59720, 0.79972)
H (-0.39335, -4.37975, 0.57836)
H (1.29398, -3.94707, 0.23462)

Please write out number 1 again, unchanged.
C6H12CaO4 | ωB97M-V/def2-TZVPD

HOMO-LUMO gap ... 6.383 eV
Relative energy (zero: lowest compared OMol25 entry of this formula, charge and spin) ... 1.777 eV
Max |F| ... 4.8 eV Å⁻¹

Positions of all 23 atoms, in Å:
C (0.53530, 1.65088, -0.91550)
H (1.00830, 1.58665, -1.90207)
H (0.95003, 1.31520, 0.04443)
H (-0.24967, 2.41982, -0.89136)
O (1.92863, 3.28482, -0.65118)
C (1.70386, 4.47570, -0.54950)
H (2.52054, 5.16373, -0.26750)
H (0.66706, 4.85926, -0.57465)
O (-0.56492, 0.16847, -1.17186)
C (-1.78534, 0.08995, -0.37205)
C (-1.43266, -0.40892, 1.00458)
O (-1.17738, -1.84637, 0.89445)
C (0.13552, -2.36236, 1.08698)
C (0.25187, -3.57701, 0.16114)
O (-0.10131, -3.27083, -1.14826)
Ca (-1.34943, -1.80842, -1.31448)
H (-2.32909, 1.04804, -0.33285)
H (-2.27077, -0.27195, 1.70389)
H (-0.52125, 0.04267, 1.44093)
H (0.30228, -2.63531, 2.14217)
H (0.87779, -1.59720, 0.79972)
H (-0.39335, -4.37975, 0.57836)
H (1.29398, -3.94707, 0.23462)

Which of these has the highest HOMO-LUMO gap? C6H9N